Here is a structure of composition C28H40CrN4O4PSSi from the OMol25 dataset. Energies are from ωB97M-V/def2-TZVPD.

## Properties
M	639.77	u
strongest force on any atom	0.4	eV/A
LUMO (spin up / spin down)	-0.1 / -0.3	eV
orbital gap (spin up / spin down)	7.435 / 7.403	eV
2S+1	4
expectation value of S²	3.783

XYZ file:
```
80
Properties=species:S:1:pos:R:3:mulliken_charge:R:1
Cr 1.007 0.742 -0.059 -0.939
O 0.413 -2.749 -2.037 -0.766
C 0.428 -1.791 -1.298 -0.190
O 1.188 -0.736 -1.421 0.405
C -0.437 -1.721 -0.053 -0.111
C -1.402 -2.624 0.353 -0.864
C -2.108 -2.337 1.518 -0.918
C -1.837 -1.182 2.248 -1.112
C -0.846 -0.339 1.782 0.458
N -0.191 -0.639 0.671 2.204
C -0.353 0.956 2.415 0.034
O -0.788 1.310 3.490 -0.736
O 0.565 1.546 1.708 -0.834
H -1.593 -3.502 -0.246 0.640
H -2.879 -3.016 1.857 0.450
H -2.365 -0.926 3.155 0.629
C 3.166 -1.888 3.701 -1.525
C 2.190 -1.227 2.729 -0.357
P 2.914 -0.272 1.329 1.839
C 3.968 0.951 2.201 -0.800
C 5.098 1.554 1.370 -1.037
C 4.122 -1.483 0.645 -1.142
C 4.498 -1.241 -0.815 -0.719
H 2.621 -2.536 4.388 0.468
H 3.697 -1.154 4.305 0.348
H 3.905 -2.504 3.189 0.303
H 1.532 -0.547 3.274 0.255
H 1.548 -1.988 2.275 0.172
H 4.394 0.445 3.070 0.426
H 3.290 1.724 2.571 0.353
H 5.785 0.783 1.018 0.250
H 5.676 2.246 1.984 0.444
H 4.724 2.100 0.505 0.171
H 3.671 -2.474 0.750 0.547
H 5.010 -1.469 1.282 0.539
H 3.613 -1.316 -1.446 -0.147
H 5.223 -1.982 -1.153 0.530
H 4.937 -0.252 -0.957 0.168
C 2.595 -1.179 -4.688 -1.178
C 3.304 0.022 -4.158 1.531
C 4.422 0.597 -4.696 -1.245
C 4.947 1.732 -4.051 0.882
N 4.411 2.254 -2.962 -0.546
C 3.305 1.690 -2.449 0.473
S 2.570 2.361 -1.072 -0.657
N 2.773 0.596 -3.061 0.942
C 6.163 2.412 -4.595 -1.285
H 3.263 -1.776 -5.306 0.446
H 1.750 -0.861 -5.301 0.217
H 2.195 -1.790 -3.877 0.214
H 4.889 0.183 -5.577 0.458
H 1.998 0.102 -2.585 -1.183
H 5.886 3.006 -5.469 0.281
H 6.907 1.684 -4.915 0.377
H 6.584 3.075 -3.845 0.360
C -2.671 2.949 0.735 -1.207
Si -1.278 3.092 -0.519 0.359
C -0.018 4.289 0.171 -1.034
C -2.019 3.833 -2.078 -1.231
N -0.552 1.568 -0.944 1.540
C -1.259 0.812 -1.895 -0.912
C -2.418 0.106 -1.559 0.129
C -3.105 -0.647 -2.503 -0.899
C -2.650 -0.719 -3.810 -0.606
C -1.504 -0.017 -4.165 -0.650
C -0.825 0.737 -3.225 -0.017
H -3.107 3.939 0.895 0.452
H -2.325 2.588 1.705 0.321
H -3.472 2.294 0.385 0.289
H -0.541 5.162 0.568 0.417
H 0.676 4.633 -0.596 0.273
H 0.553 3.849 0.990 0.193
H -2.408 4.835 -1.883 0.382
H -2.839 3.222 -2.461 0.305
H -1.265 3.909 -2.864 0.285
H -2.773 0.152 -0.535 0.350
H -4.000 -1.182 -2.211 0.405
H -3.182 -1.307 -4.545 0.395
H -1.145 -0.053 -5.187 0.396
H 0.052 1.311 -3.505 0.540
```